Model one:
Computed, not measured: a structure of composition C2H4P2, with ωB97M-V/def2-TZVPD.

Output
Lowest unoccupied orbital energy (alpha / beta) in Ha: -0.0322 / -0.0499
M in g/mol: 90.0
Orbital gap (alpha / beta) in eV: 7.1 / 7.4

Element x y z (Å)
C1 -0.82480 1.04959 -0.48355
C2 0.33424 -0.99456 -0.03159
P1 0.90424 0.62788 -0.82151
P2 -1.37788 -0.39121 0.20132
H1 -1.26827 1.97531 -0.87830
H2 0.51874 -1.82042 -0.72685
H3 0.63849 -1.24821 1.01397
H4 1.07525 0.80162 1.72651

Model two:
Computed, not measured: a structure of composition C2H4P2, with ωB97M-V/def2-TZVPD.

Output
Lowest unoccupied orbital energy in Ha: 0.0059
M in g/mol: 90.0
Orbital gap in eV: 8.6

Element x y z (Å)
C1 1.15589 0.07578 0.71588
C2 -0.53422 0.07829 -0.92090
P1 1.05742 -0.93216 -0.62838
P2 -0.32347 1.04909 0.53499
H1 1.90260 0.09395 1.46279
H2 -0.81302 0.48897 -1.77976
H3 -1.62478 -1.15053 -0.90393
H4 -0.82042 0.29661 1.51931

Model three:
Computed, not measured: a cluster of 2 separate species, C2H4P2 in total, with ωB97M-V/def2-TZVPD.

Output
Lowest unoccupied orbital energy (alpha / beta) in Ha: 0.0056 / -0.0517
M in g/mol: 90.0
Orbital gap (alpha / beta) in eV: 9.3 / 5.5

Element x y z (Å)
C1 -2.12789 -0.52543 0.22482
C2 -2.40678 0.56663 -0.45613
P1 -3.89828 -0.41315 -0.15022
P2 2.65002 -0.52767 -0.26981
H1 -1.34248 -1.08230 0.68509
H2 -1.99674 1.44517 -0.90425
H3 2.35717 0.31248 0.79552
H4 1.30352 -0.82582 -0.44878

Of all the structures shown, which is most stable? model two, and model one is the least stable.